(1)
Below is C4H6INO as an isolated structure at a distorted geometry, with properties calculated with ωB97M-V with the def2-TZVPD basis set.

```
13
Properties=species:S:1:pos:R:3:forces:R:3:mulliken_charge:R:1
C 0.44322 -1.68367 -0.70309 0.0265 -0.8954 2.0016 0.042
C 0.43969 -1.44638 0.83465 1.5497 -1.7462 0.7495 -0.366
C -0.78113 0.30166 -0.02191 1.4614 -2.1753 -3.1266 0.490
C -0.48702 1.67500 -0.52202 -0.3476 0.4594 0.4613 -1.052
N -0.09608 -0.83800 -1.41105 -2.1416 2.2775 0.9767 -0.618
O 0.04684 -0.12474 0.92805 -0.4658 0.9600 1.2856 -0.371
I -2.88968 -0.08829 0.07232 0.1599 -0.4048 0.2593 0.056
H 0.92404 -2.57695 -1.05587 0.3446 -0.3292 -0.3797 0.405
H -0.28599 -2.15369 1.47390 1.8099 1.2892 -1.4534 0.264
H 1.60518 -1.47173 1.16226 -2.9152 -0.2702 -0.2181 0.237
H -0.07237 1.46728 -1.51330 0.3001 0.6016 0.2095 0.324
H 0.28858 2.08532 0.21953 -1.3983 0.0979 -1.3749 0.254
H -1.47871 2.19234 -0.69659 1.6166 0.1354 0.6091 0.334
```
Positions in Å, forces in eV/Å.

energy	-583.6056	a.u.
Kohn-Sham gap	9.68	eV
spin multiplicity	1



(2)
Below is one molecule with the formula C2HN2PS2 at a distorted geometry, with properties calculated with ωB97M-V with the def2-TZVPD basis set.

```
8
Properties=species:S:1:pos:R:3:forces:R:3:mulliken_charge:R:1
N -1.69205 1.89418 1.09723 0.4022 -0.1798 0.1862 -0.417
C -0.69445 1.31179 1.00426 1.4724 -0.5663 -1.2852 0.406
N 0.40452 0.54298 0.86966 1.2656 -0.7882 0.7236 -0.544
C 1.50432 0.41794 0.21876 -1.3247 0.9632 -0.5673 0.410
S 1.93739 1.38421 -1.23354 -1.2607 1.8832 0.4613 -0.226
P 3.22373 -0.98435 0.25379 -0.8246 1.6442 0.4971 0.299
S 4.71261 0.22079 0.37368 -0.9473 -0.7936 -0.0463 -0.099
H 1.03749 2.55427 -1.14738 1.2171 -2.1626 0.0305 0.172
```
Positions in Å, forces in eV/Å.

SMILES	N#C/N=C(\S)P=S
energy	-1323.9559	a.u.
Kohn-Sham gap	6.64	eV
spin multiplicity	1